{"formula": "CH6N2OS", "method": "wB97M-V/def2-TZVPD", "elements": ["C", "N", "N", "O", "S", "H", "H", "H", "H", "H", "H"], "positions_angstrom": [[0.0427, -0.5481, -1.6555], [-1.3230, 0.3396, 0.6109], [1.4136, -0.2028, 0.4398], [-1.0745, 1.4162, 1.6304], [-0.1023, -0.9057, -0.0600], [-0.5549, -0.9538, -2.3436], [0.9450, 0.0488, -1.8300], [-2.1152, -0.0954, 1.0701], [-0.7917, 2.0774, 0.9942], [1.4455, -0.5611, 1.2996], [2.1149, -0.6152, -0.1558]], "atomic_forces_ev_per_a": [[3.1, 0.9, 3.5], [0.1, 1.6, 1.2], [-2.3, 1.2, -3.3], [0.5, -1.3, -1.5], [0.0, 1.0, -1.7], [-2.1, -1.5, -2.4], [-0.9, 0.1, -0.5], [0.2, -0.8, -0.1], [0.1, 0.5, 0.3], [1.2, -1.4, 4.7], [0.1, -0.2, -0.1]], "lowdin_charge": [-0.371, -0.278, -0.165, -0.148, 0.907, -0.064, 0.007, 0.041, 0.059, -0.034, 0.047], "homo_energy_ev": -7.83, "lumo_ev": 0.4410, "energy_ev": -16991.76822, "de_lowest_kcal_mol": 132.44, "homo_lumo_gap_ev": 8.269}



{"formula": "C3H4N2OS2", "method": "wB97M-V/def2-TZVPD", "elements": ["O", "C", "N", "C", "S", "N", "C", "S", "H", "H", "H", "H"], "positions_angstrom": [[-0.3140, 2.1616, -0.0795], [0.0197, 1.0078, 0.0841], [-0.8629, -0.0936, 0.3816], [-2.2247, -0.0218, 0.2248], [-3.1574, -1.3561, -0.1303], [1.3875, 0.5702, -0.0968], [1.9171, -0.7351, -0.0919], [1.2679, -2.2776, 0.0511], [-0.5860, -1.0496, -0.0318], [-2.4213, 1.0811, 0.0652], [1.9081, 1.5008, -0.3173], [3.0659, -0.7878, -0.0591]], "atomic_forces_ev_per_a": [[0.7, -1.3, 0.5], [-0.8, -1.5, -0.5], [1.0, -1.3, -1.5], [-0.1, 1.1, -1.6], [0.8, 1.7, 0.8], [-0.4, 1.3, -0.2], [1.3, -0.3, 0.7], [0.3, 2.0, -0.4], [0.5, 1.5, 1.4], [-1.0, -1.2, 0.6], [-0.4, -2.8, 0.5], [-1.8, 0.8, -0.4]], "lowdin_charge": [0.094, -0.464, -0.027, -0.673, 0.612, 0.034, -0.613, 0.661, 0.011, 0.094, 0.196, 0.076], "smiles": "O=C(NC=S)NC=S", "homo_energy_ev": -8.91, "lumo_ev": -0.9591, "energy_ev": -29872.94657, "de_lowest_kcal_mol": 27.61, "homo_lumo_gap_ev": 7.955}



{"formula": "C20H27NO2", "method": "wB97M-V/def2-TZVPD", "elements": ["C", "O", "C", "C", "C", "C", "C", "C", "N", "C", "C", "C", "C", "C", "C", "C", "C", "O", "C", "C", "C", "C", "C", "H", "H", "H", "H", "H", "H", "H", "H", "H", "H", "H", "H", "H", "H", "H", "H", "H", "H", "H", "H", "H", "H", "H", "H", "H", "H", "H"], "positions_angstrom": [[4.5502, -1.0576, -5.9734], [4.4181, -1.4016, -4.6172], [3.1764, -1.3544, -4.0517], [3.1039, -1.7329, -2.7108], [1.8959, -1.7259, -2.0472], [0.7253, -1.3423, -2.6943], [-0.5818, -1.2906, -1.9582], [-0.8518, 0.1214, -1.4158], [0.1319, 0.4541, -0.4100], [-0.1351, 1.6353, 0.3877], [-0.0263, 2.9523, -0.3942], [0.8294, 1.6520, 1.5798], [0.7801, 0.3511, 2.3912], [-0.5778, 0.1199, 2.9871], [-0.9576, 0.7429, 4.1652], [-2.2185, 0.5577, 4.7092], [-3.1336, -0.2661, 4.0667], [-4.4012, -0.5262, 4.5064], [-4.8263, 0.0636, 5.7085], [-2.7613, -0.8945, 2.8780], [-1.5024, -0.7026, 2.3516], [0.8077, -0.9625, -4.0251], [2.0139, -0.9669, -4.7065], [4.2593, -0.0176, -6.1565], [5.6066, -1.1806, -6.2078], [3.9588, -1.7182, -6.6162], [4.0132, -2.0321, -2.2134], [1.8552, -2.0239, -1.0098], [-1.3993, -1.5693, -2.6258], [-0.5617, -1.9858, -1.1184], [-0.8709, 0.8274, -2.2646], [-1.8360, 0.1423, -0.9373], [1.0521, 0.5200, -0.8356], [-1.1586, 1.5346, 0.7697], [-0.7459, 2.9763, -1.2093], [0.9742, 3.0608, -0.8111], [-0.2228, 3.7981, 0.2596], [1.8475, 1.7999, 1.2115], [0.5756, 2.4952, 2.2249], [1.0319, -0.4755, 1.7276], [1.5280, 0.4071, 3.1855], [-0.2564, 1.3858, 4.6791], [-2.4705, 1.0589, 5.6310], [-5.8461, -0.2852, 5.8648], [-4.8254, 1.1571, 5.6445], [-4.2044, -0.2502, 6.5538], [-3.4817, -1.5320, 2.3894], [-1.2246, -1.1904, 1.4298], [-0.0880, -0.6598, -4.5493], [2.0309, -0.6688, -5.7433]], "atomic_forces_ev_per_a": [[0.0, 0.1, -0.2], [-0.1, -0.1, 0.3], [0.0, 0.0, 0.1], [0.2, 0.0, -0.2], [0.0, 0.0, -0.1], [-0.1, -0.1, 0.0], [-0.1, 0.4, 0.0], [-0.1, -0.2, -0.1], [0.1, -0.1, -0.1], [0.2, 0.4, 0.1], [-0.2, -0.3, 0.1], [-0.3, -0.3, -0.1], [0.1, 0.3, 0.0], [0.2, 0.0, 0.1], [0.1, -0.1, -0.2], [-0.3, 0.0, 0.2], [0.0, 0.0, -0.1], [0.2, -0.1, -0.3], [-0.1, 0.1, 0.2], [-0.2, 0.0, 0.2], [-0.1, 0.0, 0.1], [0.0, -0.1, 0.2], [0.3, 0.0, -0.2], [0.0, 0.0, 0.0], [-0.1, 0.0, 0.0], [0.0, 0.0, 0.0], [0.1, 0.0, 0.1], [0.0, 0.0, 0.1], [0.0, -0.1, 0.0], [-0.1, 0.0, 0.0], [-0.1, -0.1, 0.1], [0.0, 0.0, 0.0], [0.0, 0.0, 0.0], [0.1, 0.0, 0.0], [0.0, 0.1, -0.1], [0.1, 0.0, 0.0], [0.0, 0.2, 0.0], [0.1, 0.1, 0.0], [0.1, 0.1, 0.0], [0.1, 0.0, 0.1], [0.0, -0.1, 0.0], [0.1, 0.1, 0.1], [-0.1, 0.0, 0.1], [0.1, 0.1, 0.0], [0.0, 0.0, 0.0], [0.0, 0.0, 0.0], [-0.1, -0.1, -0.1], [0.1, -0.1, -0.1], [-0.1, 0.0, -0.1], [0.0, 0.0, -0.1]], "lowdin_charge": [-0.096, -0.088, -0.280, 0.000, -0.044, -0.255, -0.145, -0.225, -0.036, -0.417, -0.053, -0.158, -0.159, -0.248, -0.036, -0.022, -0.280, -0.090, -0.098, 0.002, -0.039, -0.037, -0.020, 0.094, 0.092, 0.095, 0.117, 0.113, 0.114, 0.109, 0.115, 0.120, 0.119, 0.138, 0.066, 0.079, 0.075, 0.116, 0.115, 0.102, 0.113, 0.115, 0.100, 0.091, 0.094, 0.094, 0.116, 0.105, 0.115, 0.101], "smiles": "COc1ccc(CCN[C@H](C)CCc2ccc(OC)cc2)cc1", "homo_energy_ev": -8.14, "lumo_ev": 0.8640, "energy_ev": -26762.91979, "de_lowest_kcal_mol": 35.75, "homo_lumo_gap_ev": 9.000}